1.
Below is a molecular structure, C30H26BF3FeO2S, with properties calculated with ωB97M-V/def2-TZVPD.

```
64
Properties=species:S:1:pos:R:3:forces:R:3
C -0.6861 -4.2577 0.3416 -0.247 -0.740 0.469
C -1.3212 -3.2048 -0.4945 -0.390 -0.434 0.278
C -2.6171 -2.6914 -0.3776 -0.193 0.452 -0.265
C -2.7618 -1.4262 -0.9179 -0.093 -0.489 0.423
C -1.4711 -0.6944 -1.1651 -1.099 -0.049 -2.689
B 0.7720 0.3508 3.1842 0.716 -2.949 2.191
C -1.5432 0.1032 -2.4959 -0.720 0.060 0.871
C -0.4704 0.1759 -3.3710 -0.294 0.537 -1.078
C -0.4683 1.0674 -4.4459 -1.188 0.219 0.734
C -1.5883 1.9019 -4.6106 0.253 0.419 -0.665
C -1.4890 3.0384 -5.6293 0.407 -0.207 -0.321
F -2.6333 3.7138 -5.8050 0.035 -0.200 0.178
F -0.5518 3.9618 -5.2534 -0.469 -0.652 -0.175
F -1.1128 2.5904 -6.8652 -0.083 0.196 0.750
C -2.7501 1.7344 -3.8548 0.615 0.076 -0.053
C -2.7042 0.8432 -2.7840 -0.268 0.042 -0.168
O 0.0187 -0.0926 4.2335 -2.098 0.131 1.685
C 0.4511 -1.3413 4.6933 0.508 0.263 0.526
C 1.5006 -1.6943 3.8770 0.049 0.897 0.303
C 2.3784 -2.7055 4.1876 -0.039 -0.665 0.371
C 2.1452 -3.4376 5.3679 -0.247 0.478 -0.359
C 1.1002 -3.0699 6.2322 -0.240 -0.113 -0.305
C 0.2301 -2.0237 5.9067 -0.689 1.031 -0.446
O 1.6664 -0.6801 2.9652 1.504 -0.253 -1.776
S -0.4174 -2.3301 -1.6688 0.261 1.737 0.706
H -1.4542 -4.8238 0.9310 0.604 0.452 -0.556
H -0.0999 -4.9852 -0.2604 -0.243 0.456 0.415
H -0.0122 -3.7686 1.0802 -0.199 -0.357 -0.430
H -3.4192 -3.2668 0.0827 0.117 0.217 -0.009
H -3.6926 -0.8953 -1.0733 -0.021 -0.230 0.344
H 0.3779 -0.4601 -3.2782 0.316 -0.323 0.231
H 0.3612 1.1257 -5.1334 0.134 0.059 0.038
H -3.6455 2.3203 -4.0980 0.461 -0.276 0.296
H -3.6106 0.7718 -2.1761 0.500 -0.066 -0.069
H 3.2404 -2.8770 3.5651 0.120 -0.174 -0.091
H 2.7878 -4.2819 5.6145 -0.090 0.318 0.005
H 0.9542 -3.6052 7.1756 0.054 0.180 -0.414
H -0.5868 -1.6733 6.5670 0.706 -0.404 -0.329
C -2.0816 -0.0891 1.4352 0.874 -1.009 -1.633
C -1.0006 -0.0066 0.2290 0.731 -1.955 0.647
C -0.2323 1.3072 0.3565 -2.310 0.895 -0.456
C 0.6565 1.9950 1.3386 -2.286 0.301 -1.295
C 0.9505 3.3094 0.7785 -1.352 1.118 -0.242
C 0.3542 3.4002 -0.5328 -1.432 0.612 1.493
C -0.3359 2.1763 -0.7703 -1.500 0.420 1.538
Fe 1.5321 1.8054 -0.3348 0.609 0.069 -0.297
C 2.5510 1.6919 -2.0008 1.557 -0.586 1.229
C 2.2031 0.3605 -1.4844 1.965 0.131 0.654
C 2.7068 0.2586 -0.1204 1.905 -0.823 -1.810
C 3.4298 1.4778 0.1793 0.839 -0.163 -1.219
C 3.3298 2.3684 -0.9601 2.053 -1.533 -1.130
H -2.0873 -1.1371 1.8055 -0.369 0.750 -0.155
H -1.6888 0.5425 2.2249 -0.335 0.203 0.058
H -3.1028 0.2212 1.0842 1.029 -0.193 0.519
H -0.3109 -0.8986 0.1042 0.285 1.053 2.796
H 0.9446 1.5480 2.4038 -0.255 0.503 -0.682
H 1.5184 4.1006 1.2589 0.024 -0.363 -0.069
H 0.3093 4.2171 -1.2293 0.419 0.250 0.035
H -1.0063 1.8938 -1.5522 0.382 0.596 -0.448
H 2.3123 2.0789 -2.9773 -0.088 0.039 0.017
H 1.7396 -0.4219 -2.0389 -0.244 -0.200 0.047
H 2.6024 -0.6031 0.5354 -0.032 0.370 -0.125
H 4.0185 1.6520 1.0843 -0.594 0.122 -0.286
H 3.8104 3.3398 -1.0639 -0.322 -0.250 0.195
```
Positions in Å, forces in eV/Å.

Values from the calculation:
relative energy (zero: lowest compared OMol25 entry of this formula, charge and spin): 3.6 kcal per mole
E: -3295.31157 Eh
<S²>: 6.0613
spin multiplicity: 5
HOMO-LUMO gap (alpha / beta): 5.83 / 8.33 eV

***

2.
Below is 2 unconnected molecules or ions with the total composition C3H11NP, with properties calculated with ωB97M-V/def2-TZVPD.

```
16
Properties=species:S:1:pos:R:3:forces:R:3
C 2.0502 1.4515 0.1524 -1.522 -4.044 0.631
C 1.9208 -1.2940 0.1636 0.352 2.105 3.752
C -1.9483 0.0280 0.3621 -0.946 -2.405 0.267
N -2.8732 -0.0897 -0.8569 2.177 0.115 3.059
P 1.3467 0.0552 -0.8879 0.191 0.285 0.491
H 3.0778 1.3495 0.2960 1.839 -0.364 0.078
H 1.5807 1.1576 1.1190 0.029 1.380 -0.404
H 1.8622 2.2783 -0.4049 -1.015 3.008 -0.582
H 1.9620 -2.2012 -0.2398 -0.219 -3.732 -2.417
H 1.1935 -1.4613 1.0296 0.890 0.551 -0.863
H 2.9554 -1.2323 0.6265 -1.146 0.688 -0.459
H -2.3922 -0.5751 1.1693 0.723 -0.001 -0.426
H -1.6444 0.9787 0.6837 0.125 1.413 -0.358
H -2.6857 -0.8951 -1.3826 1.089 -1.380 -1.285
H -2.6279 0.7372 -1.3270 -0.860 1.386 -1.563
H -3.7777 -0.2873 -0.5029 -1.707 0.994 0.077
```
Positions in Å, forces in eV/Å.

Values from the calculation:
relative energy (zero: lowest compared OMol25 entry of this formula, charge and spin): 146.5 kcal per mole
charge: +1
E: -516.58130 Eh
spin multiplicity: 1
HOMO-LUMO gap (alpha / beta): 5.70 / 8.92 eV

***

3.
Below is C5H3NO2 in the gas phase, with properties calculated with ωB97M-V/def2-TZVPD.

```
11
Properties=species:S:1:pos:R:3:forces:R:3
O 1.8788 -0.5200 -2.2675 -1.836 0.619 3.884
C 1.5961 -0.5044 -1.0434 2.072 -1.032 -1.081
C 0.4059 0.0498 -0.2836 -1.176 1.440 -2.833
C -0.6946 0.6202 -0.8337 -0.217 -0.496 2.017
N -1.8073 0.9104 0.1939 1.268 -0.825 -0.980
C -1.4271 0.3780 1.2928 0.098 1.202 0.078
C 0.0353 -0.1731 1.1060 0.321 -2.512 1.318
O 0.6400 -0.9635 1.7979 -0.624 0.978 0.416
H 2.3467 -1.0116 -0.3170 -1.038 0.688 -0.958
H -0.8855 0.7413 -1.8756 -0.284 0.383 -0.411
H -2.0881 0.4730 2.2303 1.415 -0.445 -1.451
```
Positions in Å, forces in eV/Å.

Values from the calculation:
relative energy (zero: lowest compared OMol25 entry of this formula, charge and spin): 37.6 kcal per mole
SMILES: O=CC1=CN=CC1=O
E: -397.47271 Eh
spin multiplicity: 1
HOMO-LUMO gap: 8.67 eV

***

4.
Below is a molecular structure, C23H34CrGeN4Te, with properties calculated with ωB97M-V/def2-TZVPD.

```
64
Properties=species:S:1:pos:R:3:forces:R:3
Cr 0.7906 -0.6624 -0.7856 -0.675 0.186 -0.003
C 3.6318 1.3308 2.1665 0.003 -0.018 0.021
C 2.3298 1.6763 1.4483 0.007 -0.061 -0.117
C 1.1276 1.6055 2.3501 -0.024 -0.131 0.106
C 0.9712 2.6113 3.2876 0.081 0.121 -0.085
C -0.0648 2.6330 4.2164 -0.011 -0.024 -0.007
C -1.0044 1.6148 4.1276 -0.075 -0.043 -0.050
C -0.9156 0.5870 3.1983 0.041 0.051 -0.135
C -2.1736 -0.2490 3.0303 0.020 -0.096 0.068
C -2.4925 -1.1830 4.1959 0.046 -0.004 0.064
C 0.2292 0.4848 2.3206 -0.123 0.037 0.128
N 0.4167 -0.5445 1.4508 0.370 -0.246 0.427
C -0.0170 -1.7926 1.8177 -0.139 0.084 -0.160
C -0.5176 -2.6521 0.8015 -0.021 0.080 0.230
C -1.1129 -3.9182 0.8339 -0.025 -0.033 -0.184
C -1.4600 -4.2221 -0.5104 0.024 -0.017 0.113
C -1.0611 -3.1436 -1.2793 0.030 0.008 0.072
N -0.5076 -2.1790 -0.4898 0.041 -0.093 -0.058
H 4.4786 1.3864 1.4806 0.000 0.011 -0.042
H 3.5835 0.3012 2.5230 -0.009 -0.005 0.044
H 3.8117 1.9975 3.0162 -0.005 -0.016 0.020
H 2.2506 0.9690 0.6182 -0.055 0.167 0.055
H 2.3984 2.6852 1.0177 0.048 -0.016 0.021
H 1.7135 3.4084 3.2921 -0.024 -0.003 0.010
H -0.1531 3.4280 4.9473 -0.007 0.003 0.016
H -1.8898 1.6420 4.7610 0.008 0.035 0.014
H -2.1272 -0.8265 2.1108 0.034 -0.044 0.063
H -3.0108 0.4530 2.9159 0.022 -0.047 0.002
H -1.7201 -1.9438 4.3080 0.035 -0.016 -0.016
H -3.4468 -1.6942 4.0434 -0.020 -0.005 -0.019
H -2.5520 -0.6292 5.1369 0.000 0.000 0.009
H -0.0238 -2.0945 2.8603 -0.060 0.045 0.060
H -1.2606 -4.5318 1.7106 -0.013 -0.014 0.012
H -1.9310 -5.1225 -0.8790 -0.015 -0.015 0.009
H -1.1224 -3.0130 -2.3485 -0.010 -0.019 -0.029
C -1.8536 4.1491 0.4731 0.023 -0.161 0.008
N -1.7217 2.7691 0.0549 0.028 -0.059 -0.032
C -2.6558 1.7685 0.2212 0.153 -0.230 -0.044
C -2.0276 0.5948 -0.0862 0.234 0.463 -0.074
N -0.7210 0.8661 -0.4211 -0.464 0.344 -0.579
C -0.5732 2.1651 -0.3396 0.008 -0.206 0.237
H -2.9058 4.3537 0.6639 0.016 0.018 -0.008
H -1.5043 4.8187 -0.3136 0.024 0.003 0.029
H -1.2858 4.3210 1.3898 -0.015 0.017 -0.020
H -3.6569 1.9840 0.5500 -0.027 0.003 0.029
H -2.3743 -0.4237 -0.0718 -0.079 -0.006 -0.054
H 0.3539 2.6930 -0.5021 -0.042 0.027 -0.025
C 0.1666 -0.8976 -5.9569 0.025 -0.097 -0.070
Ge 1.2864 -1.0721 -4.3091 -0.055 0.143 -0.062
C 1.7950 -2.9478 -4.3220 -0.023 -0.200 -0.071
C 2.8267 0.0514 -4.7393 0.083 0.088 -0.027
C 0.2624 -0.4526 -2.8212 -0.039 0.135 0.161
H 0.7524 -1.1541 -6.8453 -0.038 0.010 -0.049
H -0.2058 0.1231 -6.0659 0.001 0.044 -0.003
H -0.6938 -1.5689 -5.9048 -0.034 -0.013 -0.013
H 2.1905 -3.1896 -5.3131 0.048 -0.106 0.039
H 0.9149 -3.5648 -4.1308 0.008 -0.059 -0.002
H 2.5354 -3.1492 -3.5522 0.058 0.002 0.032
H 3.3271 -0.3233 -5.6356 0.051 0.002 -0.035
H 3.5215 0.0658 -3.9012 0.006 0.007 -0.004
H 2.4722 1.0661 -4.9385 0.049 0.051 0.000
H -0.7224 -0.9350 -2.8822 -0.080 0.084 0.015
H 0.0892 0.6162 -3.0321 -0.002 -0.027 0.107
Te 3.2396 -1.1396 -0.9630 0.585 -0.139 -0.143
```
Positions in Å, forces in eV/Å.

Values from the calculation:
relative energy (zero: lowest compared OMol25 entry of this formula, charge and spin): 22.1 kcal per mole
charge: -2
E: -4505.21516 Eh
<S²>: 6.1699
spin multiplicity: 5
HOMO-LUMO gap (alpha / beta): 3.21 / 4.54 eV